[1]
{"formula": "C5H10O3", "method": "ωB97M-V with the def2-TZVPD basis set", "symbols": ["C", "C", "C", "C", "C", "O", "O", "O", "H", "H", "H", "H", "H", "H", "H", "H", "H", "H"], "positions_angstrom": [[-0.124, 0.186, -1.735], [1.567, -0.752, 0.185], [2.375, 0.375, 0.677], [-1.498, 0.160, 0.515], [-2.721, 0.164, -0.032], [-0.354, 0.472, -0.090], [1.131, -0.045, -1.815], [-1.226, -0.249, 1.798], [-2.058, -0.398, 2.263], [-0.492, 1.133, -2.161], [-0.826, -0.656, -1.867], [2.020, -1.438, -0.514], [0.852, -1.201, 0.861], [-3.591, -0.108, 0.547], [-2.864, 0.450, -1.060], [3.215, -0.063, 1.240], [2.786, 0.947, -0.153], [1.809, 1.022, 1.342]], "nbo_charge": [0.294, 0.128, -0.707, 0.620, -0.676, -0.612, -0.685, -0.705, 0.486, 0.150, 0.126, 0.211, 0.210, 0.200, 0.214, 0.245, 0.261, 0.240], "homo_energy_ha": -0.3034, "relative_energy_kcal_mol": 114.6, "charge": 0, "e_tot_ha": -422.0740}

***

[2]
{"formula": "C33H78N10O9", "method": "ωB97M-V with the def2-TZVPD basis set", "symbols": ["C", "C", "N", "C", "C", "C", "C", "H", "H", "H", "H", "H", "H", "H", "H", "H", "H", "H", "H", "H", "H", "H", "C", "N", "C", "C", "O", "H", "H", "H", "H", "H", "H", "H", "C", "N", "C", "C", "O", "H", "H", "H", "H", "H", "H", "H", "C", "N", "C", "C", "O", "H", "H", "H", "H", "H", "H", "H", "C", "N", "C", "C", "O", "H", "H", "H", "H", "H", "H", "H", "C", "N", "C", "C", "O", "H", "H", "H", "H", "H", "H", "H", "C", "N", "C", "C", "O", "H", "H", "H", "H", "H", "H", "H", "C", "N", "C", "C", "O", "H", "H", "H", "H", "H", "H", "H", "C", "N", "C", "C", "O", "H", "H", "H", "H", "H", "H", "H", "C", "N", "C", "C", "O", "H", "H", "H", "H", "H", "H", "H"], "positions_angstrom": [[-6.651, 1.143, -3.915], [-5.745, 2.412, -4.236], [-4.871, 2.745, -3.160], [-3.508, 2.477, -3.574], [-3.177, 0.939, -3.622], [-5.117, 3.996, -2.478], [-6.544, 4.120, -1.745], [-6.067, 0.223, -3.898], [-7.526, 0.964, -4.539], [-6.967, 1.255, -2.878], [-5.314, 2.146, -5.201], [-6.331, 3.292, -4.501], [-3.176, 3.078, -4.420], [-2.942, 2.963, -2.779], [-3.436, 0.443, -2.687], [-3.605, 0.375, -4.451], [-2.112, 0.747, -3.751], [-4.957, 4.858, -3.126], [-4.445, 4.152, -1.635], [-6.598, 3.460, -0.879], [-7.431, 3.968, -2.359], [-6.797, 5.134, -1.436], [-2.860, -2.193, 2.043], [-4.023, -2.689, 2.688], [-4.681, -3.755, 2.342], [-5.848, -4.005, 3.186], [-4.482, -4.445, 1.295], [-2.541, -2.579, 1.075], [-1.963, -2.316, 2.650], [-3.039, -1.148, 1.789], [-4.339, -2.018, 3.374], [-6.077, -5.041, 3.436], [-6.796, -3.823, 2.680], [-5.943, -3.418, 4.100], [3.794, 5.572, -0.651], [3.242, 4.354, -0.128], [2.237, 4.216, 0.746], [1.446, 5.437, 1.019], [1.947, 3.181, 1.247], [4.636, 5.233, -1.256], [4.125, 6.227, 0.155], [3.082, 6.205, -1.181], [3.809, 3.530, -0.271], [1.059, 5.908, 0.115], [2.138, 6.079, 1.563], [0.526, 5.184, 1.546], [-1.500, -4.381, -0.781], [-1.155, -5.811, -0.381], [-0.933, -6.822, -1.215], [-0.321, -8.162, -0.731], [-1.178, -6.743, -2.449], [-0.976, -3.676, -0.135], [-2.576, -4.234, -0.690], [-1.399, -4.059, -1.817], [-0.703, -5.987, 0.505], [0.734, -8.002, -0.508], [-0.378, -8.857, -1.569], [-0.800, -8.525, 0.179], [2.394, 0.246, 3.643], [1.959, 1.700, 3.684], [1.263, 2.268, 4.668], [1.109, 1.474, 5.965], [0.752, 3.394, 4.492], [3.324, 0.026, 4.168], [2.519, 0.009, 2.587], [1.547, -0.324, 4.025], [1.897, 2.081, 2.750], [1.923, 0.792, 6.212], [0.297, 0.760, 5.828], [1.043, 2.167, 6.804], [2.492, -0.064, -0.315], [1.302, 0.692, -0.049], [0.118, 0.149, -0.249], [-1.058, 1.076, 0.007], [-0.126, -1.007, -0.703], [3.300, 0.649, -0.152], [2.668, -0.383, -1.342], [2.661, -0.950, 0.296], [1.434, 1.604, 0.365], [-1.923, 0.414, 0.056], [-1.141, 1.753, -0.843], [-0.842, 1.534, 0.972], [5.177, 1.946, 2.186], [5.986, 0.746, 2.195], [6.239, 0.026, 3.308], [7.235, -1.144, 3.260], [5.807, 0.363, 4.430], [5.559, 2.592, 1.395], [5.080, 2.452, 3.146], [4.204, 1.629, 1.809], [6.289, 0.444, 1.280], [7.480, -1.216, 2.200], [6.827, -2.054, 3.700], [8.129, -0.768, 3.757], [5.187, 0.667, -2.331], [5.196, -0.746, -2.006], [5.499, -1.367, -0.879], [5.130, -2.889, -0.851], [6.040, -0.837, 0.057], [4.746, 1.125, -1.446], [4.741, 1.047, -3.250], [6.182, 1.106, -2.414], [4.483, -1.241, -2.521], [4.321, -2.972, -1.577], [4.723, -3.379, 0.033], [6.012, -3.426, -1.202], [-2.145, 1.351, 4.432], [-3.563, 1.196, 3.846], [-4.114, 1.782, 2.814], [-5.523, 1.435, 2.399], [-3.610, 2.809, 2.350], [-1.722, 0.366, 4.627], [-2.041, 1.960, 5.330], [-1.392, 1.895, 3.861], [-4.101, 0.436, 4.238], [-5.917, 2.363, 1.984], [-6.028, 1.368, 3.362], [-5.553, 0.544, 1.772], [2.028, -2.235, -6.571], [2.320, -1.762, -5.150], [2.457, -2.493, -4.159], [1.925, -3.935, -4.023], [3.052, -2.092, -3.129], [2.788, -2.808, -7.102], [1.963, -1.380, -7.245], [1.078, -2.769, -6.596], [2.699, -0.841, -4.978], [1.217, -3.917, -3.195], [2.703, -4.660, -3.783], [1.346, -4.102, -4.932]], "lowdin_charge": [-0.067, -0.261, -0.219, -0.244, -0.067, -0.219, -0.069, 0.052, 0.060, 0.055, 0.104, 0.105, 0.109, 0.094, 0.071, 0.058, 0.058, 0.104, 0.106, 0.058, 0.054, 0.059, -0.064, 0.014, -0.554, -0.022, 0.007, 0.064, 0.093, 0.074, 0.133, 0.090, 0.090, 0.076, -0.077, 0.025, -0.563, 0.022, 0.030, 0.092, 0.086, 0.085, 0.124, 0.089, 0.100, 0.100, -0.032, 0.039, -0.540, -0.009, -0.027, 0.061, 0.063, 0.077, 0.127, 0.071, 0.076, 0.071, -0.029, 0.047, -0.553, -0.002, -0.012, 0.067, 0.060, 0.073, 0.069, 0.074, 0.062, 0.087, -0.073, 0.038, -0.536, 0.013, -0.013, 0.055, 0.069, 0.097, 0.083, 0.069, 0.082, 0.076, -0.066, 0.011, -0.524, 0.006, -0.027, 0.075, 0.096, 0.045, 0.076, 0.055, 0.082, 0.081, -0.059, 0.019, -0.538, 0.027, 0.027, 0.052, 0.086, 0.081, 0.057, 0.043, 0.082, 0.081, -0.020, 0.038, -0.609, 0.004, 0.015, 0.064, 0.080, 0.063, 0.115, 0.082, 0.079, 0.081, -0.013, 0.073, -0.557, 0.043, -0.047, 0.085, 0.078, 0.081, 0.156, 0.085, 0.093, 0.061], "homo_energy_ha": -0.3010, "relative_energy_kcal_mol": 76.9, "charge": 0, "smiles": "CCN(CC)CC.CNC(C)=O.CNC(C)=O.CNC(C)=O.CNC(C)=O.CNC(C)=O.CNC(C)=O.CNC(C)=O.CNC(C)=O.CNC(C)=O", "e_tot_ha": -2528.8685}

***

[3]
{"formula": "C32H80O15", "method": "ωB97M-V with the def2-TZVPD basis set", "symbols": ["C", "C", "C", "O", "C", "H", "H", "H", "H", "H", "H", "H", "H", "C", "C", "C", "O", "C", "H", "H", "H", "H", "H", "H", "H", "H", "C", "C", "C", "O", "C", "H", "H", "H", "H", "H", "H", "H", "H", "C", "O", "C", "C", "O", "C", "H", "H", "H", "H", "H", "H", "H", "H", "H", "H", "C", "O", "C", "C", "O", "C", "H", "H", "H", "H", "H", "H", "H", "H", "H", "H", "C", "O", "C", "C", "O", "C", "H", "H", "H", "H", "H", "H", "H", "H", "H", "H", "C", "O", "C", "C", "O", "C", "H", "H", "H", "H", "H", "H", "H", "H", "H", "H", "C", "O", "H", "H", "H", "H", "C", "O", "H", "H", "H", "H", "C", "O", "H", "H", "H", "H", "C", "O", "H", "H", "H", "H"], "positions_angstrom": [[3.569, 1.712, -2.104], [2.746, 2.094, -3.419], [2.670, 0.815, -4.197], [3.782, 0.089, -3.749], [4.354, 0.466, -2.449], [2.982, 1.628, -1.190], [4.195, 2.583, -1.913], [3.353, 2.819, -3.962], [1.747, 2.517, -3.320], [2.622, 1.014, -5.268], [1.767, 0.238, -4.001], [5.403, 0.762, -2.445], [4.173, -0.289, -1.684], [-0.008, 1.140, 0.106], [0.132, 0.226, 1.365], [0.778, -1.044, 0.879], [0.310, -1.054, -0.442], [0.063, 0.221, -1.034], [0.806, 1.842, -0.078], [-0.861, 1.816, 0.044], [-0.822, -0.005, 1.839], [0.826, 0.765, 2.011], [0.395, -1.972, 1.303], [1.868, -1.078, 0.891], [-0.800, 0.204, -1.700], [0.953, 0.454, -1.620], [-5.162, 0.289, 0.849], [-3.829, 0.158, -0.030], [-3.209, -1.108, 0.585], [-3.695, -1.093, 1.937], [-4.636, -0.033, 2.212], [-5.993, -0.377, 0.620], [-5.603, 1.285, 0.869], [-3.220, 1.029, 0.213], [-3.955, 0.169, -1.113], [-2.130, -1.013, 0.458], [-3.479, -2.034, 0.079], [-3.987, 0.727, 2.648], [-5.428, -0.369, 2.882], [1.302, -5.510, 2.672], [0.196, -6.171, 3.369], [0.632, -7.162, 4.274], [0.904, -6.600, 5.705], [-0.185, -6.528, 6.476], [-1.287, -5.737, 5.998], [0.995, -4.666, 2.056], [1.998, -6.216, 2.218], [1.912, -5.012, 3.426], [1.502, -7.666, 3.853], [-0.119, -7.952, 4.271], [1.255, -5.571, 5.771], [1.575, -7.243, 6.276], [-1.919, -5.458, 6.841], [-1.914, -6.432, 5.439], [-1.139, -4.836, 5.402], [-1.487, 4.808, -0.709], [-0.917, 4.828, -2.054], [-0.512, 6.189, -2.512], [0.110, 6.114, -3.907], [1.256, 5.172, -4.045], [1.661, 4.912, -5.456], [-2.340, 5.486, -0.684], [-0.814, 5.146, 0.079], [-1.915, 3.833, -0.480], [0.147, 6.722, -1.827], [-1.371, 6.859, -2.539], [0.227, 7.165, -4.171], [-0.667, 5.771, -4.591], [2.482, 4.221, -5.644], [1.840, 5.856, -5.972], [0.784, 4.368, -5.805], [-2.821, -4.347, -1.488], [-3.722, -3.459, -2.153], [-3.127, -2.311, -2.749], [-4.127, -1.518, -3.697], [-3.393, -0.439, -4.243], [-4.189, 0.257, -5.266], [-2.204, -3.758, -0.809], [-2.200, -4.883, -2.205], [-3.445, -4.994, -0.872], [-2.298, -2.573, -3.406], [-2.735, -1.672, -1.957], [-4.960, -1.160, -3.091], [-4.496, -2.077, -4.557], [-5.178, 0.524, -4.895], [-4.347, -0.388, -6.131], [-3.870, 1.231, -5.636], [5.229, 1.887, 2.899], [4.333, 2.808, 2.355], [4.636, 3.300, 1.074], [3.428, 3.996, 0.478], [3.850, 4.783, -0.639], [2.797, 5.328, -1.444], [5.355, 1.080, 2.177], [4.764, 1.523, 3.815], [6.169, 2.353, 3.194], [5.030, 2.558, 0.379], [5.308, 4.138, 1.256], [3.068, 4.628, 1.290], [2.624, 3.278, 0.317], [2.219, 4.554, -1.949], [3.272, 5.840, -2.282], [2.309, 6.050, -0.790], [-2.196, -4.266, 2.146], [-1.917, -5.586, 1.792], [-1.828, -4.065, 3.151], [-1.704, -3.457, 1.607], [-3.259, -4.025, 2.147], [-1.099, -5.820, 2.237], [0.274, -2.008, 4.416], [0.922, -2.741, 5.490], [0.951, -1.251, 4.019], [-0.087, -2.640, 3.604], [-0.588, -1.509, 4.859], [1.210, -2.155, 6.194], [0.813, -2.702, -3.495], [1.289, -3.114, -2.210], [1.551, -2.274, -4.173], [0.255, -3.457, -4.049], [0.114, -1.883, -3.327], [0.812, -2.501, -1.646], [0.246, 3.808, 2.956], [-0.067, 5.100, 3.106], [-0.333, 3.537, 2.074], [1.301, 3.659, 2.728], [-0.024, 3.274, 3.867], [-0.779, 5.256, 3.731]], "lowdin_charge": [-0.152, -0.144, -0.239, -0.135, -0.143, 0.080, 0.091, 0.101, 0.106, 0.120, 0.097, 0.116, 0.113, -0.150, -0.126, -0.191, -0.185, -0.186, 0.091, 0.088, 0.106, 0.105, 0.105, 0.127, 0.128, 0.105, -0.148, -0.110, -0.201, -0.158, -0.201, 0.113, 0.105, 0.094, 0.097, 0.088, 0.100, 0.116, 0.122, -0.042, -0.243, -0.162, -0.238, -0.179, -0.069, 0.085, 0.092, 0.081, 0.115, 0.134, 0.118, 0.129, 0.086, 0.089, 0.074, -0.086, -0.192, -0.174, -0.164, -0.236, -0.053, 0.078, 0.077, 0.067, 0.107, 0.118, 0.119, 0.114, 0.071, 0.082, 0.082, -0.077, -0.200, -0.174, -0.191, -0.202, -0.082, 0.067, 0.093, 0.094, 0.109, 0.090, 0.114, 0.119, 0.078, 0.081, 0.080, -0.111, -0.196, -0.208, -0.217, -0.193, -0.079, 0.087, 0.088, 0.088, 0.119, 0.133, 0.120, 0.099, 0.066, 0.089, 0.091, -0.186, -0.098, 0.058, 0.052, 0.086, 0.018, -0.122, -0.134, 0.070, 0.050, 0.082, 0.072, -0.157, -0.114, 0.069, 0.072, 0.058, 0.019, -0.211, -0.104, 0.065, 0.072, 0.091, 0.090], "homo_energy_ha": -0.3366, "relative_energy_kcal_mol": 182.2, "charge": 0, "smiles": "C1CCOC1.C1CCOC1.C1CCOC1.COCCOC.COCCOC.COCCOC.COCCOC.CO.CO.CO.CO", "e_tot_ha": -2395.3902}